C9H11NO2 | the ωB97M-V functional and the def2-TZVPD basis

XYZ file:
```
23
C9H11NO2 | the Open Molecules 2025 dataset | the ωB97M-V functional and the def2-TZVPD basis
N -2.16245 1.68295 -0.55248
C -1.42942 0.46466 -0.46283
C -0.51128 0.41301 0.73165
C 0.91958 0.16481 0.39103
C 1.47230 -1.14632 0.30012
C 2.78403 -1.33028 -0.04839
C 3.63145 -0.34662 -0.38802
C 3.17832 1.00879 -0.09549
C 1.82330 1.21643 0.27945
C -2.40320 -0.58640 -0.16441
O -2.45935 -1.57155 -0.83528
O -3.19698 -0.36398 0.87380
H -1.58388 2.22307 -1.24046
H -3.06365 1.58338 -1.07757
H -1.13135 0.17010 -1.39704
H -0.91690 -0.41011 1.41926
H -0.66610 1.29329 1.34846
H 0.86304 -2.01220 0.76004
H 2.91691 -2.35256 -0.19916
H 4.80087 -0.60990 -0.59684
H 3.80527 1.83801 -0.43107
H 1.54921 2.32017 0.34487
H -2.97613 0.51194 1.37006
```

Results
Molar mass, g/mol: 165.2
E_LUMO, Ha: 0.022
Energy above the lowest of the compared OMol25 structures with the same formula, charge and spin, kcal/mol: 52.7

C3H4N2O2 | the ωB97M-V functional and the def2-TZVPD basis

XYZ file:
```
11
C3H4N2O2 | the Open Molecules 2025 dataset | the ωB97M-V functional and the def2-TZVPD basis
H -2.24332 -1.19778 -1.25002
N -1.33740 -0.93244 -0.86757
C -1.47194 0.02512 -0.05848
O -2.63657 0.62435 0.25323
N -0.38713 0.61864 0.66509
C 0.75013 0.15220 0.49281
C 1.96414 -0.32425 0.38173
O 2.93772 0.07962 -0.49020
H -2.44442 1.31311 0.90725
H 2.27319 -1.14387 1.01978
H 2.59560 0.78528 -1.05361
```

Results
Molar mass, g/mol: 100.1
E_LUMO, Ha: 0.002
Energy above the lowest of the compared OMol25 structures with the same formula, charge and spin, kcal/mol: 77.3

Values of orbital gap, in order: 9.8; 8.9, all in eV.